Entry 1:
27 unconnected molecules or ions with the total composition C33H64Cl52INO2. Source: OMol25; level of theory: ωB97M-V/def2-TZVPD.

Positions of all 153 atoms, in Å:
C (1.543, 2.120, 1.844)
C (0.504, 2.235, 0.700)
I (1.434, 1.559, -1.133)
C (-0.740, 1.374, 0.993)
C (-2.183, 1.883, 0.788)
C (-3.042, 1.326, 1.969)
C (-4.168, 2.329, 2.138)
O (-5.036, 2.384, 2.996)
O (-4.021, 3.248, 1.140)
C (-2.562, 3.352, 0.948)
N (-2.396, 4.208, -0.181)
H (1.662, 3.102, 2.314)
H (1.214, 1.439, 2.626)
H (2.528, 1.836, 1.490)
H (0.314, 3.298, 0.575)
H (-0.660, 0.962, 1.997)
H (-0.658, 0.515, 0.323)
H (-2.663, 1.445, -0.090)
H (-3.431, 0.317, 1.835)
H (-2.481, 1.329, 2.906)
H (-2.196, 3.731, 1.912)
H (-2.491, 5.184, 0.077)
H (-1.514, 4.051, -0.651)
C (-6.523, 2.997, -1.044)
Cl (-6.842, 1.253, -1.048)
Cl (-6.825, 3.725, -2.631)
H (-7.178, 3.462, -0.322)
H (-5.490, 3.166, -0.775)
C (1.700, 5.983, -1.372)
Cl (2.816, 5.252, -0.207)
Cl (0.770, 4.758, -2.247)
H (1.015, 6.622, -0.836)
H (2.274, 6.555, -2.092)
C (-3.300, 6.719, -2.595)
Cl (-2.408, 7.294, -1.171)
Cl (-3.015, 7.754, -3.993)
H (-2.956, 5.718, -2.824)
H (-4.358, 6.719, -2.360)
C (-7.791, 5.790, 2.193)
Cl (-7.064, 5.799, 0.583)
Cl (-9.492, 6.275, 2.169)
H (-7.724, 4.785, 2.593)
H (-7.245, 6.485, 2.819)
C (6.093, 1.581, 2.742)
Cl (4.565, 0.918, 3.326)
Cl (5.954, 3.290, 2.312)
H (6.838, 1.479, 3.522)
H (6.390, 1.030, 1.857)
C (3.497, -2.661, 2.513)
Cl (3.591, -1.569, 1.124)
Cl (2.416, -2.046, 3.768)
H (3.120, -3.618, 2.171)
H (4.489, -2.767, 2.927)
C (-2.904, -1.111, 5.015)
Cl (-3.665, -2.701, 5.158)
Cl (-1.530, -1.134, 3.898)
H (-3.635, -0.406, 4.635)
H (-2.554, -0.821, 6.003)
C (9.363, 5.348, 0.955)
Cl (7.768, 6.088, 0.787)
Cl (9.315, 3.596, 0.717)
H (10.021, 5.776, 0.210)
H (9.733, 5.549, 1.953)
C (4.181, 0.743, -4.543)
Cl (2.633, 0.089, -4.010)
Cl (4.063, 2.463, -4.939)
H (4.907, 0.623, -3.748)
H (4.490, 0.200, -5.429)
C (4.576, -4.090, 6.953)
Cl (5.071, -3.845, 5.274)
Cl (3.014, -3.345, 7.316)
H (4.497, -5.155, 7.131)
H (5.325, -3.653, 7.600)
C (5.146, -3.341, -2.012)
Cl (4.484, -4.979, -1.984)
Cl (4.949, -2.565, -3.591)
H (4.626, -2.748, -1.271)
H (6.205, -3.396, -1.787)
C (-9.283, 3.834, -5.349)
Cl (-9.016, 4.290, -7.037)
Cl (-10.951, 4.135, -4.842)
H (-9.080, 2.776, -5.240)
H (-8.614, 4.415, -4.724)
C (-7.879, -1.200, 5.187)
Cl (-7.878, -2.897, 4.689)
Cl (-6.242, -0.572, 5.400)
H (-8.373, -0.616, 4.420)
H (-8.404, -1.118, 6.130)
C (6.660, -6.750, 9.749)
Cl (7.069, -6.443, 8.056)
Cl (5.138, -5.976, 10.208)
H (6.560, -7.819, 9.889)
H (7.451, -6.354, 10.375)
C (2.327, 4.832, -7.354)
Cl (2.630, 6.409, -8.100)
Cl (1.603, 4.978, -5.751)
H (1.648, 4.277, -7.989)
H (3.272, 4.309, -7.258)
C (6.513, -7.306, 3.541)
Cl (6.852, -5.721, 2.828)
Cl (5.678, -7.186, 5.097)
H (5.883, -7.860, 2.855)
H (7.453, -7.821, 3.695)
C (-2.481, -2.224, 8.898)
Cl (-2.480, -0.550, 8.315)
Cl (-3.369, -2.392, 10.414)
H (-2.954, -2.844, 8.145)
H (-1.455, -2.528, 9.060)
C (-4.098, -1.051, -2.705)
Cl (-3.180, -0.837, -1.206)
Cl (-3.735, 0.224, -3.871)
H (-3.832, -2.007, -3.133)
H (-5.154, -1.011, -2.467)
C (4.076, -0.666, -8.640)
Cl (3.179, 0.747, -8.065)
Cl (4.137, -1.941, -7.417)
H (3.571, -1.058, -9.517)
H (5.089, -0.361, -8.872)
C (8.133, -9.094, -0.004)
Cl (6.589, -9.811, 0.485)
Cl (7.965, -7.403, -0.468)
H (8.814, -9.153, 0.837)
H (8.521, -9.649, -0.849)
C (-3.701, -2.456, -7.062)
Cl (-4.827, -2.600, -5.705)
Cl (-2.031, -2.265, -6.520)
H (-3.770, -3.356, -7.660)
H (-3.979, -1.585, -7.643)
C (-12.810, 5.714, -0.200)
Cl (-12.020, 5.729, -1.778)
Cl (-14.510, 6.201, -0.297)
H (-12.763, 4.710, 0.203)
H (-12.292, 6.409, 0.448)
C (11.359, -7.565, 1.963)
Cl (11.851, -7.341, 0.280)
Cl (9.760, -6.876, 2.284)
H (11.327, -8.628, 2.171)
H (12.082, -7.076, 2.603)
C (3.307, -11.572, 2.723)
Cl (2.588, -10.781, 1.317)
Cl (4.774, -10.746, 3.265)
H (2.588, -11.562, 3.532)
H (3.567, -12.588, 2.452)
C (-10.002, 8.867, -3.644)
Cl (-10.177, 7.175, -4.113)
Cl (-8.308, 9.348, -3.493)
H (-10.470, 9.485, -4.401)
H (-10.486, 9.007, -2.684)
C (0.773, -2.787, -10.999)
Cl (-0.024, -2.365, -9.482)
Cl (2.533, -2.874, -10.816)
H (0.418, -3.758, -11.323)
H (0.543, -2.028, -11.736)

Values from the calculation:
**Frontier orbital gap**: 8.90 eV
**Highest occupied orbital energy**: -8.6760 eV

Mulliken atomic charge list, values in e, 99 entries:
1 C -0.98
2 C 0.09
3 I 0.28
4 C -1.30
5 C 1.02
6 C -0.53
7 C 0.09
8 O -0.70
9 O -0.23
10 C -0.38
11 N 0.14
12 H 0.21
13 H 0.30
14 H 0.22
15 H 0.28
16 H -0.06
17 H 0.50
18 H 0.14
19 H 0.45
20 H 0.18
21 H 0.22
22 H 0.16
23 H -0.06
24 C 0.49
25 Cl -0.19
26 Cl -0.13
27 H 0.10
28 H -0.30
29 C -0.33
30 Cl -0.12
31 Cl -0.14
32 H 0.21
33 H 0.37
34 C -0.10
35 Cl -0.20
36 Cl -0.17
37 H 0.19
38 H 0.26
39 C -0.31
40 Cl -0.08
41 Cl -0.15
42 H 0.20
43 H 0.34
44 C -0.38
45 Cl -0.09
46 Cl -0.12
47 H 0.36
48 H 0.22
49 C -0.40
50 Cl -0.12
51 Cl -0.05
52 H 0.40
53 H 0.16
54 C 0.76
55 Cl -0.15
56 Cl -0.17
57 H -0.14
58 H -0.29
59 C -0.26
60 Cl -0.13
61 Cl -0.14
62 H 0.28
63 H 0.25
64 C -0.31
65 Cl -0.11
66 Cl -0.12
67 H 0.38
68 H 0.09
69 C -0.24
70 Cl -0.02
71 Cl -0.16
72 H 0.11
73 H 0.28
74 C 0.13
75 Cl -0.17
76 Cl -0.10
77 H -0.13
78 H 0.27
79 C 0.06
80 Cl -0.17
81 Cl -0.15
82 H 0.34
83 H -0.09
84 C -0.33
85 Cl -0.16
86 Cl -0.06
87 H 0.28
88 H 0.29
89 C -0.30
90 Cl -0.08
91 Cl -0.15
92 H 0.27
93 H 0.29
94 C -0.21
95 Cl -0.18
96 Cl -0.06
97 H 0.28
98 H 0.16
99 C -0.15

---

Entry 2:
A molecular structure, C33H66BCaGeN8O3SSi. Source: OMol25; level of theory: ωB97M-V/def2-TZVPD.

Positions of all 115 atoms, in Å:
Ca (-0.215, -1.417, -0.021)
C (0.445, -4.964, 1.246)
C (0.592, -3.871, 2.249)
C (0.844, -3.977, 3.619)
C (0.922, -2.676, 4.072)
C (1.168, -2.186, 5.459)
N (0.725, -1.856, 3.021)
N (0.511, -2.592, 1.894)
B (0.873, -0.313, 3.008)
N (-0.494, 0.385, 2.813)
N (-1.315, 0.127, 1.751)
C (-2.379, 0.913, 1.901)
C (-3.524, 0.919, 0.944)
C (-2.258, 1.683, 3.060)
C (-1.047, 1.319, 3.610)
C (-0.411, 1.833, 4.858)
N (1.908, 0.140, 1.949)
N (1.864, -0.264, 0.646)
C (2.955, 0.210, 0.059)
C (3.260, -0.065, -1.374)
C (3.720, 0.938, 0.974)
C (3.021, 0.870, 2.161)
C (3.381, 1.480, 3.474)
H (-0.196, -5.757, 1.633)
H (1.414, -5.406, 1.008)
H (0.001, -4.585, 0.328)
H (0.953, -4.875, 4.201)
H (1.216, -3.036, 6.138)
H (0.370, -1.524, 5.796)
H (2.106, -1.636, 5.531)
H (1.295, 0.010, 4.075)
H (-3.245, 0.493, -0.018)
H (-3.867, 1.941, 0.781)
H (-4.363, 0.343, 1.337)
H (-2.957, 2.408, 3.442)
H (-1.092, 2.532, 5.342)
H (0.522, 2.356, 4.650)
H (-0.186, 1.032, 5.561)
H (2.376, -0.418, -1.906)
H (4.042, -0.824, -1.458)
H (3.604, 0.840, -1.869)
H (4.650, 1.450, 0.794)
H (4.358, 1.954, 3.390)
H (3.425, 0.740, 4.271)
H (2.659, 2.242, 3.771)
C (-0.504, 0.707, -3.530)
C (-1.679, -0.256, -3.596)
C (-3.009, 0.493, -3.586)
C (-1.583, -1.068, -4.887)
O (-1.649, -1.075, -2.423)
Ge (-1.416, -2.921, -2.500)
O (0.410, -2.691, -1.887)
C (1.468, -3.542, -2.341)
C (2.004, -2.987, -3.659)
C (0.986, -4.978, -2.564)
C (2.572, -3.531, -1.275)
O (-1.853, -2.939, -0.637)
C (-3.109, -3.422, -0.134)
C (-3.931, -2.224, 0.308)
C (-2.825, -4.319, 1.066)
C (-3.876, -4.218, -1.185)
H (-0.473, 1.360, -4.404)
H (-0.570, 1.337, -2.646)
H (0.435, 0.153, -3.483)
H (-3.088, 1.170, -4.439)
H (-3.835, -0.218, -3.627)
H (-3.110, 1.077, -2.673)
H (-1.626, -0.391, -5.742)
H (-0.641, -1.617, -4.943)
H (-2.400, -1.785, -4.978)
H (1.242, -3.051, -4.438)
H (2.292, -1.943, -3.543)
H (2.877, -3.553, -3.991)
H (0.279, -5.043, -3.390)
H (1.838, -5.619, -2.796)
H (0.500, -5.372, -1.671)
H (3.284, -2.724, -1.447)
H (2.151, -3.391, -0.280)
H (3.127, -4.471, -1.274)
H (-3.380, -1.661, 1.063)
H (-4.132, -1.566, -0.538)
H (-4.882, -2.539, 0.743)
H (-2.163, -3.814, 1.771)
H (-3.753, -4.565, 1.584)
H (-2.352, -5.249, 0.751)
H (-4.171, -3.594, -2.030)
H (-3.280, -5.048, -1.568)
H (-4.783, -4.625, -0.736)
C (0.041, 4.361, 1.395)
Si (-1.224, 4.441, 0.005)
C (-2.840, 5.110, 0.700)
C (-0.701, 5.636, -1.350)
C (-1.541, 2.743, -0.647)
H (0.601, 5.294, 1.482)
H (0.742, 3.543, 1.221)
H (-0.455, 4.178, 2.349)
H (-2.764, 6.184, 0.883)
H (-3.111, 4.626, 1.639)
H (-3.659, 4.953, -0.006)
H (-0.128, 6.464, -0.929)
H (-1.581, 6.058, -1.838)
H (-0.092, 5.146, -2.107)
H (-2.389, 2.516, -1.277)
H (-0.928, 1.883, -0.388)
C (3.879, 6.181, -0.923)
N (3.115, 4.961, -0.794)
C (2.774, 4.148, -1.816)
N (3.351, 4.420, -3.014)
S (1.672, 2.913, -1.614)
H (3.826, 6.722, 0.018)
H (3.477, 6.823, -1.710)
H (4.935, 5.981, -1.129)
H (2.603, 4.787, 0.055)
H (4.184, 4.979, -3.076)
H (3.185, 3.746, -3.741)

Values from the calculation:
**Frontier orbital gap (spin up / spin down)**: 7.95 / 7.93 eV
**Multiplicity**: 2
**Highest occupied orbital energy (spin up / spin down)**: -7.6420 / -7.6434 eV
**Expectation value of S²**: 0.75

Mulliken atomic charge list, values in e, 99 entries:
1 Ca 2.70
2 C -0.79
3 C 0.11
4 C -1.85
5 C 1.05
6 C -1.42
7 N 0.00
8 N 0.80
9 B -1.69
10 N 0.12
11 N 0.89
12 C 0.39
13 C -1.21
14 C -1.28
15 C 1.00
16 C -1.54
17 N 0.54
18 N 0.80
19 C 0.10
20 C -0.99
21 C -1.73
22 C 0.91
23 C -1.38
24 H 0.52
25 H 0.36
26 H -0.43
27 H 0.53
28 H 0.36
29 H 0.25
30 H 0.23
31 H -0.13
32 H -0.13
33 H 0.35
34 H 0.41
35 H 0.51
36 H 0.41
37 H 0.15
38 H 0.24
39 H -0.24
40 H 0.43
41 H 0.34
42 H 0.54
43 H 0.38
44 H 0.24
45 H 0.14
46 C -0.97
47 C 2.05
48 C -1.70
49 C -2.13
50 O 0.46
51 Ge -0.94
52 O 0.78
53 C 1.74
54 C -1.59
55 C -1.95
56 C -1.13
57 O 0.15
58 C 1.42
59 C -1.53
60 C -1.62
61 C -2.04
62 H 0.49
63 H -0.22
64 H 0.02
65 H 0.38
66 H 0.42
67 H 0.13
68 H 0.49
69 H 0.43
70 H 0.43
71 H 0.27
72 H 0.20
73 H 0.43
74 H 0.39
75 H 0.53
76 H 0.30
77 H 0.03
78 H 0.00
79 H 0.39
80 H 0.20
81 H 0.21
82 H 0.46
83 H 0.16
84 H 0.46
85 H 0.41
86 H 0.42
87 H 0.40
88 H 0.44
89 C -0.35
90 Si -0.51
91 C -1.11
92 C -1.04
93 C -0.99
94 H 0.47
95 H -0.29
96 H 0.28
97 H 0.35
98 H 0.27
99 H 0.35

---

Entry 3:
9 unconnected molecules or ions with the total composition C33H66BrNO10. Source: OMol25; level of theory: ωB97M-V/def2-TZVPD.

Positions of all 111 atoms, in Å:
O (3.543, -4.079, -4.211)
C (3.347, -3.148, -4.947)
O (4.315, -2.294, -5.356)
N (2.096, -2.804, -5.502)
Br (1.416, -1.323, -4.571)
H (5.096, -2.814, -5.551)
H (1.468, -3.585, -5.362)
C (-3.456, -1.840, -3.431)
C (-3.800, -1.822, -4.919)
C (-2.425, -1.974, -5.557)
O (-1.648, -2.756, -4.647)
C (-2.327, -2.857, -3.391)
H (-4.287, -2.114, -2.787)
H (-3.090, -0.858, -3.120)
H (-4.429, -2.680, -5.168)
H (-4.314, -0.917, -5.240)
H (-1.936, -1.002, -5.688)
H (-2.454, -2.479, -6.523)
H (-2.714, -3.876, -3.283)
H (-1.613, -2.671, -2.587)
C (4.116, 1.642, -0.986)
C (4.054, 2.370, -2.327)
C (3.043, 1.519, -3.081)
O (2.139, 0.995, -2.102)
C (2.666, 1.217, -0.795)
H (4.484, 2.262, -0.169)
H (4.758, 0.761, -1.062)
H (3.676, 3.382, -2.189)
H (5.014, 2.437, -2.836)
H (3.529, 0.681, -3.590)
H (2.476, 2.088, -3.819)
H (2.082, 2.009, -0.311)
H (2.565, 0.303, -0.208)
C (-4.952, -4.313, 1.127)
C (-4.732, -5.283, -0.031)
C (-5.295, -4.496, -1.206)
O (-5.068, -3.111, -0.905)
C (-4.673, -2.972, 0.463)
H (-4.310, -4.498, 1.987)
H (-5.991, -4.358, 1.462)
H (-3.663, -5.463, -0.169)
H (-5.223, -6.246, 0.102)
H (-6.367, -4.656, -1.320)
H (-4.812, -4.738, -2.154)
H (-3.606, -2.727, 0.497)
H (-5.231, -2.149, 0.912)
C (-9.701, -3.636, -4.303)
C (-8.947, -2.346, -3.990)
C (-7.878, -2.838, -3.024)
O (-7.585, -4.187, -3.408)
C (-8.568, -4.652, -4.336)
H (-10.262, -3.602, -5.236)
H (-10.397, -3.871, -3.495)
H (-8.484, -1.952, -4.898)
H (-9.572, -1.564, -3.561)
H (-8.243, -2.838, -1.991)
H (-6.960, -2.251, -3.061)
H (-8.113, -4.707, -5.331)
H (-8.884, -5.654, -4.045)
C (7.020, 6.102, -1.269)
C (6.962, 6.855, -2.596)
C (5.945, 6.031, -3.373)
O (5.039, 5.496, -2.405)
C (5.566, 5.685, -1.090)
H (7.390, 6.701, -0.439)
H (7.657, 5.220, -1.365)
H (6.585, 7.868, -2.437)
H (7.922, 6.926, -3.103)
H (6.427, 5.199, -3.899)
H (5.383, 6.619, -4.098)
H (4.987, 6.467, -0.588)
H (5.455, 4.757, -0.526)
C (3.525, 1.631, 2.715)
C (3.682, 1.211, 4.174)
C (4.525, 2.351, 4.730)
O (4.170, 3.518, 3.980)
C (3.396, 3.142, 2.838)
H (2.671, 1.175, 2.217)
H (4.425, 1.373, 2.153)
H (2.707, 1.187, 4.665)
H (4.152, 0.238, 4.304)
H (5.595, 2.158, 4.591)
H (4.343, 2.541, 5.788)
H (2.356, 3.440, 3.006)
H (3.769, 3.676, 1.962)
C (-6.844, -2.714, 5.299)
C (-7.239, -4.153, 5.622)
C (-6.090, -4.932, 4.997)
O (-4.937, -4.092, 5.085)
C (-5.330, -2.768, 5.454)
H (-7.308, -1.975, 5.950)
H (-7.110, -2.474, 4.267)
H (-7.256, -4.306, 6.703)
H (-8.210, -4.443, 5.223)
H (-6.285, -5.145, 3.940)
H (-5.886, -5.874, 5.507)
H (-5.031, -2.589, 6.492)
H (-4.810, -2.053, 4.815)
C (8.276, 4.837, 4.925)
C (6.902, 5.385, 5.301)
C (6.759, 4.892, 6.734)
O (8.081, 4.845, 7.279)
C (9.041, 4.997, 6.232)
H (8.747, 5.362, 4.095)
H (8.198, 3.780, 4.660)
H (6.915, 6.477, 5.278)
H (6.097, 5.038, 4.655)
H (6.333, 3.883, 6.765)
H (6.143, 5.546, 7.351)
H (9.491, 5.993, 6.308)
H (9.828, 4.253, 6.361)

Values from the calculation:
**Frontier orbital gap**: 9.56 eV
**SMILES**: O=C(O)NBr.C1CCOC1.C1CCOC1.C1CCOC1.C1CCOC1.C1CCOC1.C1CCOC1.C1CCOC1.C1CCOC1
**Highest occupied orbital energy**: -9.1683 eV

Mulliken atomic charge list, values in e, 99 entries:
1 O -0.52
2 C 0.60
3 O -0.44
4 N -0.37
5 Br 0.10
6 H 0.32
7 H 0.31
8 C 0.03
9 C -0.53
10 C -0.51
11 O -0.39
12 C -0.28
13 H -0.16
14 H 0.30
15 H 0.21
16 H 0.39
17 H 0.23
18 H 0.31
19 H 0.11
20 H 0.32
21 C -0.19
22 C -0.28
23 C -0.65
24 O -0.41
25 C -0.28
26 H 0.00
27 H 0.29
28 H 0.14
29 H 0.33
30 H 0.28
31 H 0.28
32 H 0.18
33 H 0.27
34 C -0.17
35 C -0.80
36 C -0.20
37 O -0.32
38 C -0.60
39 H 0.33
40 H 0.08
41 H 0.31
42 H 0.36
43 H 0.15
44 H 0.30
45 H 0.26
46 H 0.28
47 C -0.57
48 C -0.60
49 C -0.10
50 O -0.34
51 C -0.48
52 H 0.35
53 H 0.27
54 H 0.26
55 H 0.37
56 H 0.23
57 H 0.09
58 H 0.27
59 H 0.26
60 C -0.62
61 C -0.56
62 C -0.46
63 O -0.34
64 C -0.07
65 H 0.36
66 H 0.28
67 H 0.25
68 H 0.35
69 H 0.25
70 H 0.29
71 H 0.26
72 H 0.00
73 C -0.25
74 C -0.80
75 C -0.32
76 O -0.40
77 C -0.25
78 H 0.33
79 H 0.17
80 H 0.30
81 H 0.38
82 H 0.19
83 H 0.31
84 H 0.25
85 H 0.10
86 C -0.50
87 C -0.56
88 C -0.24
89 O -0.41
90 C -0.39
91 H 0.34
92 H 0.24
93 H 0.26
94 H 0.33
95 H 0.11
96 H 0.31
97 H 0.28
98 H 0.26
99 C -0.50

---

For each record above, in turn, the calculated energy values are -700111.5497; -147708.5023; -127294.8969 eV.